(1)
Formula: C29H33BrN4O2RuSSiTe
Source: the OMol25 dataset
Level of theory: wB97M-V/def2-TZVPD

## Properties
Relative energy (zero: lowest compared OMol25 entry of this formula, charge and spin)   8.6 kJ/mol
Net charge   -1
Largest force on an atom   0.8 eV/A
Orbital gap (spin up / spin down)   6.2302 / 5.7155 eV
E   -5119.1225 Eh
Highest occupied orbital energy (spin up / spin down)   -4.15 / -4.07 eV
Multiplicity   2

```
73
Properties=species:S:1:pos:R:3:forces:R:3:lowdin_spin:R:1
Ru -0.787424 0.098640 0.295940 0.78 0.09 0.11 0.842
C -0.583448 -2.757219 -2.950579 0.00 0.01 -0.01 0.006
C -0.643048 -1.579207 -2.035516 -0.01 0.02 0.00 0.040
N -0.696992 -1.676675 -0.746467 -0.13 -0.12 0.00 -0.008
N -0.682893 -2.890246 -0.149395 0.01 0.03 -0.06 -0.007
C -0.710191 -2.803247 1.172917 0.03 0.00 0.13 -0.006
N -0.632829 -3.999256 1.817903 -0.10 0.02 -0.05 -0.003
S -0.802522 -1.389378 2.150843 -0.06 0.08 -0.02 -0.014
C -0.588371 -0.208646 -2.563829 0.04 0.08 0.00 0.000
C -0.430062 0.058242 -3.918082 0.12 0.05 0.03 0.007
C -0.340918 1.370815 -4.348392 0.11 0.01 0.07 -0.002
C -0.422769 2.391795 -3.418074 0.10 -0.03 0.01 0.007
C -0.597837 2.062937 -2.084319 0.20 0.00 0.00 -0.003
N -0.672327 0.802309 -1.666035 0.05 0.05 -0.10 0.003
H -0.593109 -3.669042 -2.361211 -0.01 0.00 0.00 0.000
H 0.325515 -2.731804 -3.556942 0.01 0.00 0.00 0.002
H -1.443635 -2.760138 -3.625444 0.00 0.01 0.00 0.002
H -0.809584 -4.821469 1.266119 0.03 0.00 0.01 0.000
H -0.879993 -4.015903 2.790756 0.03 0.01 0.01 0.000
H -0.369078 -0.760281 -4.620432 -0.02 0.00 -0.01 0.001
H -0.209020 1.591402 -5.399968 -0.01 0.00 -0.01 0.000
H -0.360637 3.431315 -3.708059 0.00 0.01 0.00 0.000
H -0.663063 2.810867 -1.303252 -0.01 0.00 0.00 0.000
Br -3.881303 -2.217630 -1.282301 -0.16 -0.01 -0.03 0.000
C -3.733939 -0.590129 -2.249208 -0.09 -0.04 -0.02 0.000
C -3.695273 -0.666456 -3.635346 -0.12 0.01 0.02 0.000
C -3.624911 0.496671 -4.384300 -0.12 -0.02 0.04 -0.001
C -3.616334 1.729706 -3.744910 -0.11 -0.06 0.01 0.000
C -3.668054 1.788196 -2.363115 -0.15 -0.09 -0.01 0.000
C -3.708121 0.630203 -1.588754 -0.18 -0.05 -0.07 0.001
C -3.772494 0.781165 -0.076781 0.02 0.31 -0.22 0.007
O -4.701816 1.427737 0.380500 0.05 -0.15 0.00 0.013
O -2.824927 0.233470 0.587267 0.02 -0.21 0.16 0.057
H -3.723092 -1.635068 -4.116609 -0.02 -0.01 -0.01 0.000
H -3.583291 0.436953 -5.464810 0.00 0.00 -0.01 0.000
H -3.572373 2.643487 -4.324446 0.02 0.00 0.00 0.000
H -3.682228 2.740285 -1.847225 0.01 0.01 0.00 0.000
C -0.230870 5.999174 0.816245 0.01 0.01 0.01 0.000
Si 0.208269 4.690735 2.094665 0.00 0.01 -0.01 0.011
C 2.047691 4.798951 2.450066 0.00 0.01 0.00 0.003
C -0.745898 5.050732 3.668664 0.01 0.01 0.00 0.001
C -0.200193 3.048767 1.465791 -0.09 0.10 -0.03 0.047
C -0.457332 1.916918 1.079392 0.00 -0.11 0.16 -0.006
H -0.017836 7.007427 1.181568 0.00 0.00 0.00 0.000
H -1.291843 5.944573 0.563157 0.00 0.00 0.00 0.000
H 0.342077 5.842332 -0.100818 0.00 0.00 0.00 0.000
H 2.312339 5.757872 2.904058 0.00 0.00 -0.01 0.000
H 2.623389 4.682837 1.529414 0.00 -0.01 0.00 0.000
H 2.351473 3.999051 3.128000 -0.01 0.00 0.01 0.000
H -0.516677 6.048701 4.052266 0.00 0.00 0.00 0.000
H -0.497994 4.319865 4.440779 0.00 0.00 0.00 0.000
H -1.820611 4.988238 3.487741 0.00 0.00 0.00 0.000
C 3.784419 -5.270330 3.369028 0.00 0.00 0.00 0.000
C 3.338862 -4.044253 2.616552 0.00 -0.01 -0.01 -0.001
C 3.154451 -4.069255 1.243297 -0.02 -0.01 0.01 0.000
C 2.731106 -2.944864 0.538252 -0.03 -0.01 -0.01 -0.001
C 2.548318 -3.069137 -0.951456 -0.02 0.04 -0.03 0.002
C 2.485454 -1.747084 1.224799 0.06 0.03 0.05 -0.001
Te 1.938753 0.014382 0.157270 -0.31 0.05 -0.09 -0.004
C 2.675579 -1.703743 2.615909 0.02 -0.02 -0.03 -0.001
C 2.473571 -0.462228 3.446468 -0.02 -0.03 -0.02 0.001
C 3.094903 -2.852713 3.281623 -0.03 0.01 0.01 0.000
H 3.901988 -6.121673 2.697746 0.00 0.00 0.00 0.000
H 3.059625 -5.545777 4.138327 0.00 0.00 0.00 0.000
H 4.740949 -5.102133 3.869190 0.00 0.00 0.00 0.000
H 3.331686 -4.993097 0.700350 0.00 0.00 0.00 0.000
H 2.659265 -4.109826 -1.262149 0.00 0.00 0.00 0.000
H 3.275612 -2.461253 -1.492465 0.02 0.01 0.00 0.000
H 1.559435 -2.718100 -1.245631 0.13 -0.07 0.02 0.001
H 1.878823 0.287137 2.932028 -0.05 0.00 -0.01 0.001
H 3.441128 -0.011220 3.688954 -0.03 0.01 -0.02 0.000
H 1.975150 -0.716416 4.382886 0.01 -0.01 0.03 0.000
H 3.227329 -2.808991 4.359592 0.00 0.00 0.00 0.000
```
Forces are in eV/Å.

---

(2)
Formula: C29H33CdN5O8
Source: the OMol25 dataset
Level of theory: wB97M-V/def2-TZVPD

## Properties
Relative energy (zero: lowest compared OMol25 entry of this formula, charge and spin)   0.0 kJ/mol
Net charge   0
Largest force on an atom   0.7 eV/A
Orbital gap   8.1024 eV
E   -2168.3898 Eh
Highest occupied orbital energy   -8.23 eV
Multiplicity   1

```
76
Properties=species:S:1:pos:R:3:forces:R:3:lowdin_charge:R:1
Cd 0.353710 1.039257 0.514533 0.04 -0.32 -0.21 1.445
O -1.786625 2.967691 -1.602408 0.17 0.54 0.24 -0.077
C -1.847340 3.875409 -0.506397 -0.06 -0.26 -0.26 -0.237
C -0.499409 4.289647 0.066487 0.06 -0.25 -0.07 -0.168
N 0.072547 3.350430 1.049453 -0.02 0.18 0.13 -0.231
C 1.508163 3.654802 1.234827 -0.25 -0.08 -0.03 -0.126
C 2.432502 3.093277 0.127998 -0.18 -0.28 -0.20 -0.680
O 3.484052 3.684177 -0.067750 -0.11 -0.13 0.00 0.020
O 2.024681 2.015101 -0.459722 0.39 0.50 0.17 -0.177
C -0.671016 3.371876 2.324966 0.17 -0.08 -0.19 -0.111
C -0.796948 2.008770 3.038566 -0.05 -0.17 -0.06 -0.672
O -0.858460 2.023982 4.262592 0.01 -0.11 -0.22 0.013
O -0.891561 0.966511 2.277763 -0.07 0.37 0.61 -0.192
H -1.691671 2.061939 -1.278080 -0.09 -0.01 -0.03 0.006
H -2.491613 3.470502 0.280065 -0.05 0.01 0.03 0.111
H -2.326623 4.775590 -0.886048 -0.09 0.07 -0.05 0.115
H -0.595356 5.280675 0.529207 0.01 0.05 0.03 0.128
H 0.203773 4.373637 -0.762807 0.02 0.02 -0.03 0.133
H 1.838459 3.202650 2.171727 0.00 -0.03 0.09 0.112
H 1.680051 4.729681 1.311848 0.00 0.10 0.03 0.125
H -1.698290 3.679852 2.128869 -0.01 0.03 0.01 0.116
H -0.244384 4.090267 3.024759 0.04 0.07 0.05 0.125
O 4.837818 -4.363314 -1.305797 -0.10 0.04 -0.05 -0.051
C 3.587754 -4.248353 -1.961845 0.10 0.05 0.09 -0.205
C 2.830840 -3.077410 -1.402205 0.04 0.00 0.04 -0.174
C 1.630084 -2.685074 -1.976944 -0.03 -0.05 -0.08 -0.008
C 0.944570 -1.625782 -1.420354 0.00 0.14 0.05 -0.105
N 1.381550 -0.950326 -0.356790 0.07 -0.10 -0.01 0.057
C 2.549959 -1.305742 0.187862 -0.10 0.11 0.03 -0.185
C 3.290362 -2.373941 -0.302584 0.08 -0.04 -0.04 0.055
C 3.020498 -0.547824 1.389544 -0.19 0.00 -0.07 -0.208
C 4.353507 -0.529970 1.760743 0.15 -0.04 -0.03 0.052
C 4.724366 0.123226 2.927730 0.05 -0.06 0.03 -0.177
C 6.158140 0.115794 3.391261 -0.04 -0.16 0.05 -0.203
O 6.452948 -1.056011 4.152789 0.02 0.15 -0.14 -0.047
C 3.730686 0.717450 3.689686 0.01 0.07 0.03 0.005
C 2.421415 0.676638 3.237649 -0.12 0.02 -0.12 -0.101
N 2.078005 0.078135 2.098619 0.06 -0.07 0.01 0.071
H 5.380249 -5.002173 -1.773732 0.01 -0.05 -0.01 0.093
H 2.985575 -5.149869 -1.817059 -0.03 -0.09 0.01 0.130
H 3.710298 -4.103580 -3.038401 0.04 0.02 -0.05 0.131
H 1.231750 -3.191674 -2.850025 0.02 0.04 0.07 0.121
H 0.011510 -1.281950 -1.850984 0.01 0.00 0.06 0.090
H 4.214015 -2.672575 0.170224 -0.03 0.01 -0.02 0.116
H 5.110877 -0.993736 1.139481 -0.06 0.02 0.06 0.127
H 6.371008 1.022577 3.960426 0.02 0.04 0.07 0.121
H 6.829455 0.088155 2.536265 0.03 0.00 -0.03 0.124
H 5.891970 -1.063754 4.934306 -0.04 0.01 0.02 0.087
H 3.968421 1.237807 4.610868 -0.02 -0.04 -0.03 0.122
H 1.615417 1.139081 3.801517 0.02 -0.02 -0.06 0.108
C -4.486352 -3.134289 -1.388594 0.18 -0.04 0.03 0.000
N -3.955993 -1.979544 -0.676371 -0.32 0.09 -0.10 -0.074
N -3.156095 -1.079264 -1.366595 0.26 -0.05 -0.03 0.062
C -2.262368 -0.509114 -0.480200 -0.33 -0.19 0.28 -0.397
O -1.491291 0.413681 -0.800616 0.31 -0.05 -0.20 -0.106
C -2.471674 -1.151442 0.777131 0.15 0.01 0.07 0.076
C -3.477602 -2.047091 0.600827 -0.03 -0.10 0.06 -0.253
C -4.041535 -3.036393 1.560702 -0.02 0.01 -0.01 -0.005
C -3.594628 -0.482174 -2.582700 -0.06 0.06 0.01 -0.189
C -4.947996 -0.258939 -2.807407 -0.06 0.02 0.05 -0.026
C -5.355841 0.337611 -3.992244 0.03 -0.01 0.01 -0.073
C -4.417319 0.734607 -4.935639 -0.02 -0.03 0.03 -0.079
C -3.066964 0.528541 -4.689826 0.03 -0.01 0.01 -0.060
C -2.649045 -0.089777 -3.520523 0.02 -0.01 -0.02 -0.004
H -4.708087 -2.853734 -2.412209 -0.03 0.07 -0.04 0.084
H -5.409295 -3.453103 -0.912182 -0.02 0.00 0.04 0.095
H -3.776704 -3.965619 -1.397699 0.04 0.02 0.00 0.100
H -1.948800 -0.883150 1.686719 -0.10 -0.04 -0.11 0.102
H -3.650616 -2.840663 2.556741 -0.01 0.00 -0.04 0.092
H -3.767039 -4.056224 1.278111 -0.01 0.04 0.01 0.089
H -5.130987 -2.977364 1.592812 0.04 0.00 0.01 0.090
H -5.673937 -0.528016 -2.047946 0.06 -0.01 -0.06 0.118
H -6.411108 0.510211 -4.165890 0.05 -0.01 0.01 0.106
H -4.737757 1.210248 -5.854890 0.02 -0.02 0.06 0.105
H -2.326152 0.852433 -5.410334 -0.04 -0.02 0.03 0.111
H -1.596499 -0.242995 -3.323871 -0.05 0.01 -0.01 0.110
```
Forces are in eV/Å.

---

(3)
Formula: C29H33Cl2O3S
Source: the OMol25 dataset
Level of theory: wB97M-V/def2-TZVPD

## Properties
Relative energy (zero: lowest compared OMol25 entry of this formula, charge and spin)   0.0 kJ/mol
Net charge   -1
Structure (SMILES)   Cc1ccc([C@H](c2cc(C(C)(C)C)c([O-])c(C(C)(C)C)c2)[C@@H](Cl)S(=O)(=O)c2ccc(Cl)cc2)cc1
Largest force on an atom   2.1 eV/A
Orbital gap   4.8767 eV
E   -2669.1778 Eh
Highest occupied orbital energy   -2.89 eV
Multiplicity   1

```
68
Properties=species:S:1:pos:R:3:forces:R:3:lowdin_charge:R:1
C 1.535957 6.286252 -0.025226 0.13 0.29 0.02 -0.070
C 0.907782 4.950182 -0.222418 -0.18 -0.34 0.11 -0.301
C 1.700504 3.912662 -0.701079 -0.47 -0.30 -0.08 -0.038
C 1.165896 2.639610 -0.862493 0.32 0.61 0.11 -0.076
C -0.161426 2.388860 -0.520011 -0.61 -0.26 -0.53 -0.203
C -0.771532 0.993168 -0.588699 0.20 -0.19 1.40 -0.296
C -0.294319 0.115348 0.566690 -0.24 0.51 -0.19 -0.211
C -1.135755 -0.900296 1.053685 0.07 0.46 0.25 -0.011
C -0.720940 -1.729305 2.075510 0.69 -0.01 -0.04 -0.102
C -1.632999 -2.774665 2.734236 0.52 0.09 -0.36 -0.557
C -1.321750 -4.124149 2.073741 0.02 -0.08 -0.02 -0.055
C -3.112254 -2.436710 2.548573 0.00 -0.06 0.04 -0.077
C -1.339961 -2.885530 4.237260 0.06 0.04 0.06 -0.062
C 0.726492 -1.763692 2.346839 0.14 0.38 -0.34 -0.337
O 1.284113 -2.801875 2.780327 0.09 -0.41 0.76 -0.084
C 1.515168 -0.564243 2.039911 -0.63 -0.44 0.15 -0.096
C 2.992297 -0.460250 2.468746 -0.63 -0.15 -0.07 -0.552
C 3.133752 -0.727068 3.968580 -0.04 -0.03 0.10 -0.063
C 3.596008 0.913352 2.161709 0.08 -0.06 0.04 -0.077
C 3.771581 -1.534918 1.702161 -0.03 -0.13 -0.04 -0.056
C 0.939736 0.349798 1.188565 0.02 -0.04 -0.27 -0.026
C -0.545193 0.434932 -1.978224 0.29 -0.18 -2.05 -0.620
Cl 1.138683 -0.083556 -2.308995 -0.38 -0.37 -0.21 0.693
S -1.654767 -0.964639 -2.585148 -0.62 0.03 1.31 0.712
O -2.899501 -0.600589 -1.911592 0.38 -0.44 -1.27 -0.343
O -1.012031 -2.221729 -2.292207 -0.32 0.42 -0.62 -0.333
C -1.959185 -0.926121 -4.467788 0.12 0.35 0.45 -0.222
C -3.143904 -0.373226 -4.964158 0.11 0.25 -0.47 -0.055
C -3.340422 -0.213911 -6.352471 0.37 -0.30 0.23 -0.094
C -2.359683 -0.650372 -7.252554 0.35 -0.17 1.50 -0.686
Cl -2.534317 -0.360207 -8.940037 -0.08 -0.03 -0.24 0.671
C -1.210143 -1.294820 -6.765160 -0.51 0.21 0.54 -0.090
C -1.023346 -1.439054 -5.373349 0.13 0.13 -0.37 -0.051
C -0.990119 3.440784 -0.124398 0.72 0.15 -0.01 -0.013
C -0.438157 4.708246 0.067840 0.07 -0.16 -0.27 -0.042
H 0.903417 6.911154 0.605778 0.15 0.15 -0.04 0.071
H 2.515786 6.156857 0.442790 -0.11 0.19 0.07 0.078
H 1.706242 6.785092 -0.986129 -0.10 0.06 0.14 0.080
H 2.745101 4.093508 -0.945015 -0.12 0.00 0.04 0.113
H 1.808568 1.859840 -1.249525 -0.17 0.18 0.29 0.046
H -1.844048 1.133863 -0.456693 -0.16 -0.13 -0.35 0.126
H -2.144812 -0.973184 0.636002 0.25 0.00 0.17 0.102
H -0.263756 -4.354383 2.249005 -0.29 -0.02 -0.12 0.074
H -1.952429 -4.911401 2.504144 0.00 -0.07 -0.09 0.073
H -1.500359 -4.050660 0.991986 0.00 -0.14 0.21 0.086
H -3.341683 -1.436207 2.931854 0.02 -0.06 -0.11 0.085
H -3.411032 -2.501099 1.498034 -0.01 0.09 0.09 0.073
H -3.716787 -3.157304 3.110826 0.01 0.02 -0.06 0.073
H -1.478131 -1.916145 4.735670 0.02 -0.17 -0.07 0.084
H -2.027521 -3.613744 4.687707 0.04 0.09 0.00 0.071
H -0.312670 -3.228669 4.396534 -0.18 0.16 -0.03 0.072
H 2.738432 -1.716989 4.209192 0.01 0.14 -0.03 0.073
H 4.191904 -0.688798 4.247278 0.01 0.02 0.09 0.072
H 2.585671 0.027054 4.545171 0.08 -0.07 -0.03 0.082
H 3.550183 1.156928 1.093633 -0.02 0.00 0.15 0.071
H 3.096212 1.701284 2.737739 0.01 -0.03 -0.16 0.086
H 4.655402 0.907728 2.448873 -0.11 0.01 0.00 0.076
H 3.668277 -1.373599 0.622562 0.08 -0.03 0.10 0.083
H 4.831466 -1.504477 1.975598 0.07 0.00 -0.05 0.072
H 3.356445 -2.515443 1.955099 0.10 0.16 -0.12 0.074
H 1.478483 1.271247 0.979442 -0.10 -0.33 -0.13 0.081
H -0.764850 1.257440 -2.662170 0.05 -0.15 -0.32 0.094
H -3.926509 -0.042952 -4.289206 0.20 0.03 0.08 0.110
H -4.240342 0.258150 -6.746039 0.19 -0.14 0.23 0.105
H -0.471933 -1.659150 -7.473770 -0.06 0.01 0.22 0.103
H -0.128252 -1.949298 -5.017743 -0.21 0.21 0.03 0.116
H -2.051800 3.250075 0.013205 0.18 0.08 0.23 0.115
H -1.060939 5.521009 0.429803 0.03 -0.01 -0.05 0.102
```
Forces are in eV/Å.

---

> What is the net charge in the second record?

0